# 1
This record from the OMol25 dataset describes an isolated molecule of C4H11NS in a non-equilibrium geometry. The level of theory is wB97M-V/def2-TZVPD.

Element x y z (Å)
C -1.337 -0.260 -1.398
C -0.533 -0.460 -0.096
N -0.242 -1.870 0.101
C 0.834 0.260 -0.245
C 1.422 1.085 0.898
S 0.307 1.915 2.109
H -2.209 0.392 -1.276
H -1.758 -1.179 -1.807
H -0.719 0.211 -2.155
H -1.050 -0.050 0.772
H 0.603 -2.033 0.581
H -1.055 -2.419 0.336
H 1.551 -0.536 -0.458
H 0.892 0.933 -1.104
H 2.032 0.489 1.589
H 2.180 1.790 0.552
H -0.917 1.733 1.600

Forces on the atoms, in the same order (eV/Å):
C -0.761 0.257 0.146
C 0.706 0.281 -0.572
N -0.948 0.307 -1.209
C 0.323 0.325 -0.016
C 0.378 -0.487 1.456
S 0.169 0.310 -0.027
H 0.183 0.135 0.228
H 0.316 -0.169 0.160
H 0.050 -0.169 -0.219
H -0.241 0.083 -0.122
H 0.470 -0.525 0.929
H 0.399 -0.138 0.383
H 0.146 0.093 -0.165
H -0.540 -0.240 -0.082
H -0.294 -0.380 -0.206
H -0.523 0.341 -0.361
H 0.168 -0.024 -0.323

Values from the calculation:
Total charge   0
ΔE to the lowest compared entry with this formula, charge and spin   18.42 kcal per mole
Structure (SMILES)   C[C@@H](N)CCS


# 2
This record from the OMol25 dataset describes a structure of composition C39H47N9O2Re in a non-equilibrium geometry. The level of theory is wB97M-V/def2-TZVPD.

Element x y z (Å)
Re 0.003 -0.471 0.959
C 3.860 1.020 2.766
O 2.908 0.572 3.734
C 1.852 0.167 3.101
N 1.878 0.191 1.792
C 3.253 0.566 1.411
C 3.455 1.611 0.341
C 2.477 2.531 -0.022
C 2.755 3.506 -0.967
C 4.018 3.585 -1.547
C 5.005 2.677 -1.178
C 4.723 1.688 -0.254
C 0.686 -0.365 3.810
C 0.597 -0.614 5.177
C -0.563 -1.212 5.663
C -1.588 -1.549 4.783
C -1.420 -1.250 3.432
N -0.312 -0.664 2.966
C -2.372 -1.528 2.354
N -2.060 -1.338 1.101
C -3.273 -1.677 0.313
C -4.232 -2.229 1.393
O -3.564 -1.961 2.627
C -3.046 -2.560 -0.902
C -2.135 -2.113 -1.872
C -1.936 -2.815 -3.047
C -2.668 -3.966 -3.299
C -3.589 -4.405 -2.349
C -3.791 -3.701 -1.169
H 4.822 0.562 2.998
H 3.950 2.110 2.845
H 3.746 -0.360 1.077
H 1.506 2.490 0.448
H 1.991 4.215 -1.244
H 4.231 4.348 -2.278
H 5.990 2.744 -1.612
H 5.495 0.989 0.029
H 1.414 -0.346 5.829
H -0.666 -1.420 6.717
H -2.493 -2.027 5.125
H -3.671 -0.726 -0.073
H -4.391 -3.309 1.347
H -5.208 -1.740 1.394
H -1.619 -1.177 -1.708
H -1.257 -2.434 -3.795
H -2.534 -4.509 -4.223
H -4.161 -5.302 -2.530
H -4.547 -4.063 -0.490
C 3.154 -2.399 -3.027
N 2.576 -1.267 -2.329
C 3.137 0.003 -2.729
C 1.711 -1.446 -1.323
N 0.715 -0.574 -1.003
C 0.283 0.412 -1.885
C 0.379 0.404 -3.280
C 0.077 1.545 -4.005
C -0.307 2.710 -3.343
C -0.565 2.685 -1.984
C -0.385 1.504 -1.256
N -0.796 1.297 0.061
C -1.845 2.031 0.573
N -2.849 2.461 -0.199
C -3.275 1.829 -1.427
C -3.573 3.693 0.068
N -1.898 2.251 1.901
C -0.721 2.564 2.684
C -3.148 2.384 2.629
N 1.864 -2.524 -0.511
C 0.743 -3.335 -0.061
C 3.171 -3.069 -0.187
H 3.196 -2.145 -4.087
H 2.534 -3.284 -2.909
H 4.173 -2.618 -2.707
H 2.877 0.249 -3.758
H 4.224 -0.082 -2.676
H 2.803 0.805 -2.079
H 0.674 -0.494 -3.799
H 0.157 1.538 -5.080
H -0.457 3.620 -3.902
H -0.915 3.575 -1.488
H -2.827 0.846 -1.549
H -3.017 2.432 -2.302
H -4.363 1.740 -1.410
H -3.043 4.330 0.770
H -4.583 3.503 0.428
H -3.663 4.233 -0.877
H 0.173 2.445 2.079
H -0.661 1.921 3.562
H -0.771 3.601 3.030
H -3.948 1.859 2.113
H -3.444 3.422 2.784
H -3.006 1.944 3.616
H -0.198 -2.936 -0.452
H 0.714 -3.414 1.033
H 0.862 -4.353 -0.450
H 3.962 -2.370 -0.446
H 3.365 -4.027 -0.672
H 3.210 -3.241 0.891

Forces on the atoms, in the same order (eV/Å):
Re -0.137 1.367 -3.803
C 0.700 0.434 -0.729
O -1.056 -0.544 0.806
C 0.469 0.214 -0.143
N -1.367 -0.357 0.480
C 0.982 -0.012 -0.460
C 0.044 -0.011 -0.276
C 0.196 -0.294 0.230
C 0.251 0.057 -0.205
C -0.212 -0.138 0.124
C -0.134 0.143 -0.085
C -0.431 -0.071 0.356
C -0.011 -0.165 0.878
C 0.022 0.135 -0.533
C -0.125 -0.019 -0.134
C 0.196 0.169 -0.250
C -0.210 -0.083 0.466
N -0.169 0.229 0.891
C -0.199 -0.057 -0.567
N 1.492 0.259 1.219
C -0.614 0.126 -0.823
C -0.528 -0.425 -0.949
O 0.420 0.248 1.049
C 0.285 0.188 -0.248
C -0.336 -0.042 0.380
C -0.133 0.103 -0.005
C -0.213 -0.170 0.446
C 0.248 0.015 -0.353
C 0.207 0.043 0.082
H -0.116 0.025 -0.041
H -0.107 -0.231 -0.002
H -0.088 0.141 0.096
H -0.105 0.050 0.035
H -0.057 0.120 -0.040
H 0.034 0.104 -0.043
H 0.104 0.000 -0.048
H 0.135 -0.135 0.035
H 0.091 -0.002 0.071
H 0.000 -0.029 0.105
H -0.102 -0.053 0.022
H 0.104 -0.078 0.185
H 0.136 0.174 -0.023
H 0.185 0.007 0.109
H 0.057 0.073 -0.024
H 0.121 0.032 -0.109
H -0.015 -0.055 -0.040
H -0.090 -0.036 -0.061
H -0.056 -0.055 0.091
C 0.298 -0.667 -0.302
N -0.719 -0.069 0.972
C 0.259 0.743 -0.231
C 1.376 -1.452 -0.355
N -1.566 1.733 1.328
C -0.179 0.129 0.422
C -0.075 0.388 -0.584
C 0.200 -0.878 0.215
C -0.215 0.251 0.769
C 0.103 0.180 -0.457
C 0.177 -0.314 0.008
N 1.337 -2.363 0.119
C -1.011 0.665 0.796
N 0.758 -0.475 0.374
C -0.263 -0.405 -0.647
C -0.374 0.610 0.195
N 0.212 -0.086 -0.801
C 0.467 0.199 0.085
C -0.457 0.119 0.151
N -0.294 0.554 -0.622
C -0.366 0.025 -0.014
C 0.483 -0.216 0.069
H -0.049 0.021 0.010
H 0.000 0.001 0.024
H 0.004 0.042 0.036
H -0.006 -0.091 -0.008
H -0.021 0.024 0.075
H 0.084 0.038 0.026
H 0.157 -0.057 -0.031
H 0.000 -0.040 -0.107
H 0.000 0.124 -0.030
H -0.119 0.147 0.053
H -0.061 -0.040 0.019
H -0.012 0.009 0.132
H 0.033 -0.076 0.081
H 0.045 -0.065 0.016
H 0.008 -0.025 0.044
H 0.055 -0.027 0.025
H 0.045 0.048 0.027
H -0.074 0.015 0.031
H -0.002 -0.081 -0.031
H -0.004 -0.002 -0.022
H 0.029 0.002 -0.023
H -0.002 -0.065 -0.019
H 0.055 -0.134 0.011
H 0.069 0.037 0.047
H -0.089 0.065 0.098
H -0.045 0.021 -0.041
H -0.051 0.039 -0.080
H -0.065 0.004 -0.016

Values from the calculation:
Total charge   +4
2S+1   2
Expectation value of S²   0.79
Calculated total energy   -2234.50457 Eh


# 3
This record from the OMol25 dataset describes a cluster of 2 separate species, C6H14N2S in total in a non-equilibrium geometry. The level of theory is wB97M-V/def2-TZVPD.

Element x y z (Å)
C -3.971 -1.121 0.208
C 2.971 -1.588 -0.237
C -2.662 2.033 0.464
C 1.943 -0.611 0.319
C 0.671 -0.580 -0.528
C -0.345 0.412 0.027
N -1.585 0.358 -0.741
N -2.529 1.251 -0.726
S -2.496 -1.714 0.169
H -4.766 -1.724 0.633
H 3.267 -1.310 -1.247
H 3.861 -1.596 0.387
H 2.563 -2.594 -0.265
H -1.944 2.864 0.470
H -3.669 2.445 0.467
H -2.508 1.448 1.376
H 1.685 -0.906 1.339
H 2.375 0.390 0.363
H 0.924 -0.300 -1.552
H 0.223 -1.574 -0.542
H 0.060 1.432 -0.019
H -0.556 0.183 1.075
H -1.486 -0.065 -1.659

Forces on the atoms, in the same order (eV/Å):
C 0.971 0.277 -0.190
C -0.062 0.193 0.141
C 0.254 -0.037 0.410
C -0.104 -0.164 -0.219
C -0.067 0.235 0.363
C 0.293 0.106 0.206
N 0.209 0.628 -0.402
N -0.498 -0.460 -0.789
S -0.849 -0.634 0.362
H -0.240 -0.147 0.082
H 0.038 -0.005 -0.096
H 0.106 -0.065 -0.003
H -0.005 -0.153 -0.032
H 0.009 0.044 0.040
H 0.074 0.019 0.062
H -0.064 0.061 0.067
H -0.010 0.089 0.049
H 0.003 0.070 0.074
H -0.005 -0.044 -0.137
H 0.013 -0.075 -0.103
H -0.053 -0.109 0.017
H -0.003 0.040 -0.053
H -0.008 0.131 0.151

Values from the calculation:
Total charge   0
ΔE to the lowest compared entry with this formula, charge and spin   79.28 kcal per mole


# 4
This record from the OMol25 dataset describes a cluster of 2 separate species, C5H9Cl2NSi in total in a non-equilibrium geometry. The level of theory is wB97M-V/def2-TZVPD.

Element x y z (Å)
C -1.131 -0.306 2.898
C -0.131 0.462 -2.276
C 1.120 -1.602 -0.040
C -0.588 0.155 -0.841
C 0.621 -0.102 0.025
N -1.844 -0.844 3.623
Si 0.156 0.600 1.826
Cl 1.090 1.862 3.045
Cl -2.066 3.144 1.512
H 0.038 -0.429 -2.871
H 0.803 1.059 -2.249
H -0.911 1.082 -2.838
H 0.635 -2.098 -0.823
H 2.125 -1.653 -0.187
H 0.792 -2.093 0.847
H -0.981 1.063 -0.452
H -1.183 -0.815 -0.921
H 1.455 0.515 -0.280

Forces on the atoms, in the same order (eV/Å):
C 1.111 0.511 -0.926
C -0.534 1.340 -0.745
C -2.535 2.129 1.493
C 0.509 -1.291 -1.376
C 0.769 -1.023 1.448
N -0.020 -0.078 -0.043
Si -2.254 0.312 -0.333
Cl 0.433 -0.257 -0.214
Cl 1.274 -1.535 -0.083
H 0.154 -0.200 -0.012
H -0.497 -0.238 -0.199
H 1.007 -0.870 0.860
H -0.785 -0.550 -1.392
H 2.880 -0.229 -0.088
H 0.153 -0.746 0.747
H -1.757 0.415 0.098
H -0.041 1.786 0.778
H 0.132 0.522 -0.013

Values from the calculation:
Total charge   0
ΔE to the lowest compared entry with this formula, charge and spin   106.43 kcal per mole


# 5
This record from the OMol25 dataset describes a structure of composition C14H23N2OsPS in a non-equilibrium geometry. The level of theory is wB97M-V/def2-TZVPD.

Element x y z (Å)
C -2.897 0.209 -2.651
C -2.626 -1.001 -1.997
C -1.783 -1.059 -0.865
C -1.236 0.162 -0.334
C -1.485 1.360 -1.051
C -2.347 1.392 -2.165
C -1.635 -2.411 -0.209
C -0.233 -3.062 0.054
N 0.936 -2.245 -0.042
Os -0.385 0.658 1.593
C -0.791 2.597 -0.556
P 0.773 2.048 0.332
H -3.085 -1.925 -2.367
H -2.552 2.359 -2.646
H -3.536 0.226 -3.537
H -1.365 3.167 0.189
H -0.482 3.281 -1.356
H -2.158 -2.399 0.760
H -2.160 -3.164 -0.816
H -0.262 -3.461 1.076
C 1.352 3.478 1.273
C 1.929 1.931 -1.095
H -0.092 -3.920 -0.636
C 1.349 -1.757 -1.325
C 1.991 -2.458 0.918
H -0.012 1.755 2.840
H 1.808 -2.565 -1.926
H 0.505 -1.331 -1.871
H 2.101 -0.958 -1.190
H 2.661 -3.283 0.592
H 2.601 -1.540 1.036
H 1.576 -2.692 1.897
H 2.115 2.926 -1.524
H 2.878 1.514 -0.747
H 1.531 1.291 -1.890
H 1.405 4.356 0.632
H 0.646 3.629 2.090
H 2.340 3.230 1.667
H 0.736 1.263 2.726
S -0.528 -1.134 3.075
C 0.032 -0.442 4.504
N 0.383 -0.025 5.543

Forces on the atoms, in the same order (eV/Å):
C 0.033 0.232 0.275
C 0.634 -0.074 0.458
C -0.576 0.498 -0.326
C -0.297 -0.289 0.686
C -0.362 -0.259 -0.309
C 0.450 0.192 0.191
C -0.249 -0.376 0.070
C -0.692 -0.249 0.714
N 0.820 -0.799 -0.395
Os -1.835 -4.010 -2.444
C 0.491 0.372 0.532
P 0.742 2.696 -3.234
H 0.275 0.392 0.115
H 0.085 -0.542 0.128
H 0.172 -0.023 0.345
H -0.172 0.013 -0.354
H -0.169 -0.021 0.104
H 0.209 0.078 -0.237
H -0.009 0.402 0.223
H 0.143 -0.068 -0.388
C 0.009 -0.411 -0.064
C 0.189 -0.731 0.379
H 0.048 0.400 0.089
C 0.316 1.098 -0.521
C 0.571 0.517 0.767
H 0.740 -0.044 1.607
H -0.196 0.091 0.308
H -0.015 -0.287 0.025
H -0.252 -0.530 -0.018
H -0.373 0.352 -0.039
H -0.234 -0.475 -0.313
H -0.011 -0.169 -0.170
H -0.190 -0.141 0.379
H 0.022 0.103 -0.169
H -0.057 0.085 0.244
H 0.045 0.059 0.061
H 0.194 0.355 0.013
H -0.028 0.239 0.118
H -0.227 1.452 1.053
S -0.297 0.003 -0.198
C 0.675 0.616 2.516
N -0.622 -0.745 -2.220

Values from the calculation:
Total charge   +2
2S+1   5
Expectation value of S²   6.03
Calculated total energy   -1486.16742 Eh


Q: What is the formula in the second record?
A: C39H47N9O2Re


Q: Which formula does entry 3 have?
A: C6H14N2S


Q: Number 2 is which compound?
A: C39H47N9O2Re